Entry 1:
{"formula": "C4H13N4O", "method": "wB97M-V/def2-TZVPD", "fmax_ev_per_a": 11.42, "energy_ha": -454.2259, "total_charge": 1, "symbols": ["C", "C", "O", "N", "H", "H", "H", "H", "H", "C", "C", "N", "N", "N", "H", "H", "H", "H", "H", "H", "H", "H"], "positions_angstrom": [[-2.33, -0.81, -0.63], [-1.12, -1.73, -1.01], [-0.01, -1.46, -1.32], [-1.44, -3.09, -0.99], [-3.03, -0.75, -1.49], [-1.87, 0.15, -0.35], [-0.73, -3.82, -1.12], [-2.24, -3.57, -0.75], [-3.01, -1.22, 0.07], [1.31, -0.57, 1.20], [1.17, 1.88, 0.37], [1.60, 0.60, 0.30], [0.21, 2.42, 1.17], [1.81, 2.79, -0.54], [2.06, 0.31, -0.68], [2.07, -0.62, 2.04], [1.25, -1.46, 0.54], [-0.12, 1.94, 2.01], [0.47, 3.36, 1.49], [2.05, 2.36, -1.46], [1.51, 3.60, -0.66], [0.37, -0.33, 1.80]]}

---

Entry 2:
{"formula": "C4H13N4O", "method": "wB97M-V/def2-TZVPD", "fmax_ev_per_a": 1.91, "energy_ha": -454.3107, "total_charge": 1, "symbols": ["C", "C", "N", "N", "N", "H", "H", "H", "H", "H", "H", "H", "H", "C", "C", "O", "N", "H", "H", "H", "H", "H"], "positions_angstrom": [[-0.72, -2.26, -1.68], [1.33, -1.27, -0.77], [1.76, -0.26, -0.03], [0.18, -1.15, -1.41], [2.09, -2.36, -0.91], [1.01, 0.24, 0.45], [2.67, 0.08, 0.20], [-0.23, -0.23, -1.35], [1.98, -3.01, -1.68], [2.90, -2.49, -0.33], [-1.39, -2.46, -0.85], [-0.16, -3.15, -1.94], [-1.36, -2.03, -2.53], [-0.25, 2.91, 1.47], [-1.13, 1.73, 1.15], [-0.84, 1.01, 0.20], [-2.24, 1.49, 1.88], [-0.06, 3.47, 0.55], [0.68, 2.51, 1.85], [-2.58, 0.55, 1.81], [-2.47, 2.01, 2.71], [-0.56, 3.63, 2.21]]}

---

Entry 3:
{"formula": "C4H13N4O", "method": "wB97M-V/def2-TZVPD", "fmax_ev_per_a": 1.24, "energy_ha": -454.2955, "total_charge": 1, "symbols": ["C", "C", "N", "N", "N", "H", "H", "H", "H", "H", "H", "H", "H", "C", "C", "O", "N", "H", "H", "H", "H", "H"], "positions_angstrom": [[-0.18, 0.28, -2.47], [-0.74, 1.87, -0.66], [-1.76, 2.46, 0.01], [-1.06, 0.86, -1.45], [0.50, 2.28, -0.50], [-2.59, 1.92, 0.15], [-1.66, 3.32, 0.52], [-2.03, 0.63, -1.61], [1.20, 1.69, -0.92], [0.72, 3.05, 0.11], [0.87, 0.42, -2.23], [-0.34, 0.89, -3.36], [-0.24, -0.80, -2.55], [-0.42, -1.96, 2.01], [0.87, -1.86, 1.23], [1.24, -0.86, 0.64], [1.59, -3.02, 1.18], [2.38, -3.02, 0.57], [1.51, -3.73, 1.89], [-0.35, -2.83, 2.67], [-1.18, -2.29, 1.31], [-0.62, -1.03, 2.53]]}

---

Entry 4:
{"formula": "C4H13N4O", "method": "wB97M-V/def2-TZVPD", "fmax_ev_per_a": 6.81, "energy_ha": -454.1694, "total_charge": 1, "symbols": ["C", "C", "O", "N", "H", "H", "H", "H", "H", "C", "C", "N", "N", "N", "H", "H", "H", "H", "H", "H", "H", "H"], "positions_angstrom": [[1.28, -0.20, -3.89], [0.67, -0.43, -2.48], [0.47, 0.31, -1.48], [0.52, -1.76, -2.08], [0.38, 0.09, -4.50], [1.68, -1.06, -4.25], [0.01, -2.14, -1.33], [0.72, -2.42, -2.82], [2.11, 0.31, -3.96], [-2.31, -0.03, 2.01], [0.08, 0.70, 2.08], [1.33, 0.54, 2.78], [-1.17, 0.71, 2.73], [0.12, 1.14, 0.85], [1.37, 0.60, 3.75], [2.30, 0.76, 2.21], [-1.54, 1.07, 3.80], [-0.71, 1.70, 0.52], [0.62, 0.73, 0.10], [-2.75, 0.51, 1.11], [-3.09, 0.00, 2.86], [-2.11, -1.13, 2.01]]}

---

Calculated values (kcal per mole) of energy above the lowest of the compared OMol25 structures with the same formula, charge and spin for the records, taken in order: 63.9; 10.7; 20.3; 99.4.
Calculated values (eV) of LUMO for the records, taken in order: -3.00; -2.56; -2.79; -3.23.